No. 1
C19H34F6MgOP2 | the ωB97M-V functional and the def2-TZVPD basis

CARTESIAN COORDINATES (ANGSTROEM)
P1 0.194 1.170 -2.361
P2 -1.166 0.194 1.636
C1 0.545 1.102 -0.578
C2 0.167 -0.090 0.331
H1 0.163 2.037 -0.146
H2 1.643 1.144 -0.588
H3 0.312 -1.067 -0.270
H4 1.004 -0.248 1.000
C3 -0.467 1.202 2.975
H5 -1.322 1.453 3.627
H6 -0.058 2.145 2.572
H7 0.289 0.645 3.547
C4 -1.163 -1.502 2.372
H8 -0.561 -1.465 3.293
H9 -0.762 -2.309 1.720
H10 -2.198 -1.771 2.621
C5 1.206 2.484 -3.034
H11 0.608 3.006 -3.796
H12 2.107 2.059 -3.495
H13 1.469 3.174 -2.219
C6 0.581 -0.331 -3.265
H14 0.258 -1.261 -2.765
H15 1.660 -0.368 -3.470
H16 0.057 -0.276 -4.232
Mg1 -1.556 -1.354 -0.395
C7 2.508 -1.867 1.631
C8 2.645 -0.615 2.139
C9 3.881 0.233 2.035
C10 4.501 0.384 0.646
C11 3.594 0.151 -0.540
C12 3.249 -1.063 -1.007
C13 3.888 -2.308 -0.491
C14 3.656 -2.579 1.022
C15 -1.522 1.568 -2.619
H17 1.621 -2.465 1.805
H18 1.893 -0.205 2.817
H19 4.658 -0.154 2.719
H20 3.650 1.238 2.418
H21 4.866 1.427 0.576
H22 5.420 -0.223 0.603
H23 3.485 1.063 -1.152
H24 2.729 -1.173 -1.956
H25 4.981 -2.313 -0.657
H26 3.520 -3.176 -1.050
H27 3.485 -3.660 1.126
H28 4.592 -2.365 1.556
H29 -2.162 1.021 -1.892
H30 -1.757 1.291 -3.652
H31 -1.701 2.645 -2.473
C16 -4.726 1.638 -0.209
C17 -4.414 0.161 -0.057
O1 -3.149 -0.273 -0.419
C18 -4.703 -0.174 1.458
F1 -6.004 0.034 1.815
F2 -4.386 -1.459 1.769
F3 -3.972 0.632 2.306
C19 -5.475 -0.628 -0.935
F4 -6.778 -0.383 -0.581
F5 -5.385 -0.268 -2.254
F6 -5.285 -1.971 -0.850
H32 -4.044 2.236 0.404
H33 -5.739 1.883 0.131
H34 -4.631 1.944 -1.261

Cartesian forces (eV/Å) of the 2 atoms listed first:
P -1.08 -1.18 1.00
P -1.10 0.36 -0.66

Output
- M: 478.72 g mol⁻¹
- HOMO energy: -3.6660 eV
- F_max: 3.4 eV Å⁻¹
- Orbital gap: 3.637 eV
- LUMO: 0.0 eV
- Net charge: 0

Mulliken population analysis, charges in e, atoms 1 to 8:
1 P 1.552
2 P 0.597
3 C -0.698
4 C 1.701
5 H 0.497
6 H -0.172
7 H 0.361
8 H -2.379

No. 2
C19H34MgN2O3P2 | the ωB97M-V functional and the def2-TZVPD basis

CARTESIAN COORDINATES (ANGSTROEM)
Mg1 -0.200 -0.337 -0.262
C1 -2.809 1.939 1.920
P1 -1.162 1.274 1.462
C2 -0.486 0.933 3.128
C3 -0.259 2.765 0.904
C4 0.126 3.736 1.823
C5 0.860 4.844 1.431
C6 1.234 4.984 0.105
C7 0.852 4.031 -0.827
C8 0.093 2.926 -0.448
P2 -0.437 1.689 -1.684
C9 0.220 2.265 -3.285
C10 -2.218 2.090 -1.885
H1 -2.672 2.772 2.608
H2 -3.379 1.155 2.422
H3 -3.368 2.288 1.054
H4 -0.801 1.685 3.849
H5 0.601 0.891 3.089
H6 -0.865 -0.035 3.458
H7 -0.140 3.627 2.868
H8 1.143 5.593 2.159
H9 1.820 5.838 -0.208
H10 1.151 4.161 -1.858
H11 1.305 2.191 -3.328
H12 -0.088 3.292 -3.474
H13 -0.198 1.625 -4.062
H14 -2.360 3.168 -1.832
H15 -2.808 1.614 -1.104
H16 -2.565 1.720 -2.850
C11 -1.597 -3.961 -1.292
N1 -2.846 -3.230 -1.084
C12 -4.121 -3.890 -1.358
C13 -2.787 -1.980 -0.664
C14 -4.060 -1.229 -0.413
O1 -1.676 -1.416 -0.474
H17 -1.806 -5.022 -1.371
H18 -0.924 -3.788 -0.456
H19 -1.103 -3.631 -2.208
H20 -3.933 -4.838 -1.851
H21 -4.744 -3.286 -2.015
H22 -4.672 -4.089 -0.438
H23 -4.771 -1.816 0.167
H24 -4.541 -0.977 -1.361
H25 -3.825 -0.314 0.122
O2 1.530 -1.541 -0.658
C15 2.131 -0.696 0.070
O3 1.554 0.244 0.640
C16 3.650 -0.880 0.266
N2 4.098 -2.030 -0.602
C17 4.844 -3.004 0.257
C18 4.178 -2.828 1.613
C19 4.004 -1.307 1.703
H26 4.154 0.042 -0.016
H27 4.633 -1.746 -1.420
H28 3.192 -2.412 -0.940
H29 5.886 -2.693 0.299
H30 4.783 -4.007 -0.157
H31 4.798 -3.220 2.415
H32 3.214 -3.339 1.639
H33 4.937 -0.839 2.013
H34 3.229 -1.004 2.403

Cartesian forces (eV/Å) of the 2 atoms listed first:
Mg 0.33 -0.17 -0.07
C 0.04 -0.22 -0.13

Output
- M: 424.74 g mol⁻¹
- HOMO energy: -14.0820 eV
- F_max: 1.2 eV Å⁻¹
- Orbital gap: 9.237 eV
- LUMO: -4.8 eV
- Net charge: +2

Mulliken population analysis, charges in e, atoms 1 to 8:
1 Mg 0.521
2 C -1.502
3 P 0.848
4 C -1.549
5 C 0.042
6 C -0.714
7 C -0.892
8 C -0.837

No. 3
C19H34N2O | the ωB97M-V functional and the def2-TZVPD basis

CARTESIAN COORDINATES (ANGSTROEM)
C1 -0.043 3.184 0.298
C2 0.817 2.772 -0.891
C3 2.293 2.608 -0.530
C4 2.584 1.496 0.483
N1 2.006 0.210 0.133
C5 2.046 -0.763 1.220
C6 3.470 -1.286 1.484
C7 4.072 -1.895 0.220
C8 3.949 -0.917 -0.944
C9 2.507 -0.399 -1.093
C10 1.534 -1.518 -1.528
C11 0.449 -1.780 -0.480
N2 -0.537 -0.723 -0.472
C12 -1.836 -0.920 -0.777
O1 -2.260 -1.989 -1.168
C13 -2.687 0.335 -0.577
C14 -4.065 0.210 -1.233
C15 -4.957 -0.800 -0.515
C16 -5.086 -0.458 0.965
C17 -3.704 -0.416 1.607
C18 -2.837 0.635 0.921
C19 1.071 -1.920 0.911
H1 0.330 4.109 0.734
H2 -1.072 3.348 -0.016
H3 -0.041 2.418 1.068
H4 0.445 1.838 -1.314
H5 0.738 3.539 -1.666
H6 2.663 3.541 -0.099
H7 2.862 2.430 -1.445
H8 3.678 1.453 0.618
H9 2.155 1.780 1.448
H10 1.705 -0.245 2.125
H11 3.440 -2.025 2.287
H12 4.096 -0.458 1.822
H13 3.556 -2.825 -0.024
H14 5.123 -2.142 0.391
H15 4.260 -1.392 -1.876
H16 4.613 -0.066 -0.772
H17 2.510 0.375 -1.866
H18 2.083 -2.443 -1.701
H19 1.046 -1.248 -2.465
H20 -0.099 -2.692 -0.741
H21 -0.187 0.173 -0.166
H22 -2.149 1.165 -1.049
H23 -3.940 -0.094 -2.273
H24 -4.545 1.193 -1.221
H25 -4.517 -1.791 -0.623
H26 -5.943 -0.810 -0.985
H27 -5.708 -1.203 1.465
H28 -5.569 0.516 1.080
H29 -3.232 -1.396 1.508
H30 -3.788 -0.186 2.672
H31 -1.855 0.674 1.397
H32 -3.305 1.616 1.038
H33 1.592 -2.875 0.970
H34 0.268 -1.941 1.649

Cartesian forces (eV/Å) of the 2 atoms listed first:
C 0.07 -0.09 -0.26
C 0.16 0.12 0.12

Output
- M: 306.49 g mol⁻¹
- HOMO energy: -8.4712 eV
- F_max: 0.6 eV Å⁻¹
- Orbital gap: 9.241 eV
- LUMO: 0.8 eV
- Net charge: 0
- SMILES: CCCCN1[C@@H]2CCC[C@H]1C[C@H](NC(=O)C1CCCCC1)C2

Mulliken population analysis, charges in e, atoms 1 to 8:
1 C -1.165
2 C -0.119
3 C -1.089
4 C -0.875
5 N -0.111
6 C 0.320
7 C -1.316
8 C -0.551

Please write out number 3 again, unchanged.
C19H34N2O | the ωB97M-V functional and the def2-TZVPD basis

CARTESIAN COORDINATES (ANGSTROEM)
C1 -0.043 3.184 0.298
C2 0.817 2.772 -0.891
C3 2.293 2.608 -0.530
C4 2.584 1.496 0.483
N1 2.006 0.210 0.133
C5 2.046 -0.763 1.220
C6 3.470 -1.286 1.484
C7 4.072 -1.895 0.220
C8 3.949 -0.917 -0.944
C9 2.507 -0.399 -1.093
C10 1.534 -1.518 -1.528
C11 0.449 -1.780 -0.480
N2 -0.537 -0.723 -0.472
C12 -1.836 -0.920 -0.777
O1 -2.260 -1.989 -1.168
C13 -2.687 0.335 -0.577
C14 -4.065 0.210 -1.233
C15 -4.957 -0.800 -0.515
C16 -5.086 -0.458 0.965
C17 -3.704 -0.416 1.607
C18 -2.837 0.635 0.921
C19 1.071 -1.920 0.911
H1 0.330 4.109 0.734
H2 -1.072 3.348 -0.016
H3 -0.041 2.418 1.068
H4 0.445 1.838 -1.314
H5 0.738 3.539 -1.666
H6 2.663 3.541 -0.099
H7 2.862 2.430 -1.445
H8 3.678 1.453 0.618
H9 2.155 1.780 1.448
H10 1.705 -0.245 2.125
H11 3.440 -2.025 2.287
H12 4.096 -0.458 1.822
H13 3.556 -2.825 -0.024
H14 5.123 -2.142 0.391
H15 4.260 -1.392 -1.876
H16 4.613 -0.066 -0.772
H17 2.510 0.375 -1.866
H18 2.083 -2.443 -1.701
H19 1.046 -1.248 -2.465
H20 -0.099 -2.692 -0.741
H21 -0.187 0.173 -0.166
H22 -2.149 1.165 -1.049
H23 -3.940 -0.094 -2.273
H24 -4.545 1.193 -1.221
H25 -4.517 -1.791 -0.623
H26 -5.943 -0.810 -0.985
H27 -5.708 -1.203 1.465
H28 -5.569 0.516 1.080
H29 -3.232 -1.396 1.508
H30 -3.788 -0.186 2.672
H31 -1.855 0.674 1.397
H32 -3.305 1.616 1.038
H33 1.592 -2.875 0.970
H34 0.268 -1.941 1.649

Cartesian forces (eV/Å) of the 2 atoms listed first:
C 0.07 -0.09 -0.26
C 0.16 0.12 0.12

Output
- M: 306.49 g mol⁻¹
- HOMO energy: -8.4712 eV
- F_max: 0.6 eV Å⁻¹
- Orbital gap: 9.241 eV
- LUMO: 0.8 eV
- Net charge: 0
- SMILES: CCCCN1[C@@H]2CCC[C@H]1C[C@H](NC(=O)C1CCCCC1)C2

Mulliken population analysis, charges in e, atoms 1 to 8:
1 C -1.165
2 C -0.119
3 C -1.089
4 C -0.875
5 N -0.111
6 C 0.320
7 C -1.316
8 C -0.551